Entry 1:
61
Properties=species:S:1:pos:R:3:mulliken_charge:R:1 method="wB97M-V/def2-TZVPD" max_force_ev_per_a=1.038 charge=+1 homo_energy_ev=-11.182
Pd -0.0894 0.8953 -0.2183 0.3354
C -2.8800 -1.8486 3.6384 -0.4584
C -1.6646 -1.2112 3.4433 -1.0744
C -1.3289 -0.7255 2.1903 0.1205
C -2.2086 -0.8791 1.1274 0.1531
C -3.4346 -1.5179 1.3211 -0.3505
C -3.7633 -1.9985 2.5730 -0.6513
N -1.8216 -0.3745 -0.1520 0.9553
N -2.5957 -0.6177 -1.0817 -1.0384
C -2.2832 -0.1222 -2.3519 0.3000
C -2.9457 -0.7079 -3.4217 -0.4299
C -2.6481 -0.2660 -4.6970 -0.4593
C -1.7221 0.7524 -4.8492 -0.5456
C -1.1340 1.2919 -3.7119 -0.3898
N -1.4100 0.8661 -2.4860 -0.1063
H -3.1436 -2.2288 4.6162 0.4251
H -0.9723 -1.0959 4.2664 0.4448
H -0.3697 -0.2451 2.0285 0.4209
H -4.1157 -1.6287 0.4903 0.4642
H -4.7138 -2.4918 2.7237 0.3961
H -3.6631 -1.4938 -3.2298 0.4619
H -3.1333 -0.7031 -5.5590 0.4214
H -1.4627 1.1359 -5.8257 0.4197
H -0.4164 2.1001 -3.7885 0.4211
C -0.2293 6.4036 0.8881 -1.0884
C 0.6820 5.3287 0.3138 -0.4788
S 0.1444 3.6804 0.7795 0.5719
O 1.0924 2.7413 0.0203 -0.7128
C 0.6513 3.6076 2.5091 -0.3213
C 2.1517 3.7129 2.7175 -1.2536
H 0.0914 7.3790 0.5262 0.3726
H -0.1914 6.4317 1.9768 0.2919
H -1.2641 6.2555 0.5806 0.3225
H 1.7235 5.4444 0.6102 0.3111
H 0.6449 5.3021 -0.7760 0.4028
H 0.2628 2.6428 2.8421 0.2650
H 0.0834 4.3811 3.0291 0.4208
H 2.6791 3.0380 2.0444 0.3156
H 2.3970 3.4352 3.7416 0.4034
H 2.5153 4.7265 2.5564 0.3284
C 1.0271 -3.4836 1.0935 -1.7807
C 1.9658 -2.6448 0.2396 1.5676
C 3.4111 -2.9409 0.5746 -1.7884
O 1.6867 -1.2415 0.5691 -0.4902
B 0.7894 -0.8241 -0.3639 1.1814
O 0.5723 -1.6776 -1.3987 -0.3047
C 1.6193 -2.7023 -1.2822 1.3083
C 2.7676 -2.2509 -2.1710 -1.8849
C 1.0517 -4.0215 -1.7578 -1.8295
H 1.1925 -3.2430 2.1435 0.4966
H 1.2183 -4.5472 0.9497 0.3616
H -0.0188 -3.2801 0.8558 0.2623
H 3.5550 -2.8792 1.6528 0.4646
H 4.0865 -2.2346 0.0970 0.3696
H 3.6707 -3.9511 0.2529 0.3407
H 3.1806 -1.3006 -1.8302 0.3097
H 2.3984 -2.1231 -3.1881 0.4817
H 3.5644 -2.9945 -2.1838 0.3831
H 0.1300 -4.2714 -1.2365 0.3535
H 1.7765 -4.8213 -1.5968 0.3609
H 0.8410 -3.9628 -2.8253 0.4499

Entry 2:
28
Properties=species:S:1:pos:R:3:mulliken_charge:R:1 method="wB97M-V/def2-TZVPD" max_force_ev_per_a=5.045 homo_energy_ev="-8.107 / -8.070"
C -0.3982 2.8099 -1.3338 0.4230
C -0.4618 -2.6380 -2.1971 -0.6943
C 0.6173 -1.8260 -2.6301 -0.2381
C -1.3403 -1.9981 -1.2950 -0.2171
C 0.6858 -0.5019 -2.4845 -0.5591
C -1.2667 -0.7053 -1.0337 -0.4953
C -0.2842 0.1849 -1.5972 0.8684
C -0.4103 1.5359 -1.4771 -0.3050
C -0.9823 0.2116 1.7770 -0.3004
C 1.7265 -1.3124 2.3590 -1.3223
C -0.9982 3.0724 1.8132 -0.9263
C 1.2057 -0.6147 1.1605 0.3712
N -0.3610 3.9769 -1.1160 -0.6126
O 0.3002 0.5309 1.5075 -0.1539
S -1.9363 1.5600 1.8940 0.0418
H -0.4584 -3.6659 -2.4213 0.4399
H 1.4406 -2.1993 -3.3480 0.2533
H -1.9179 -2.7023 -0.6556 0.2927
H 1.3748 0.0439 -3.0836 0.4783
H -2.0108 -0.2838 -0.3662 0.3676
H 1.9386 -0.5299 3.1626 0.2717
H 1.0264 -1.9645 2.7652 0.3710
H 2.5602 -1.9410 2.0971 0.4079
H -0.9009 3.4368 2.7559 0.4347
H -1.6427 3.7759 1.2359 0.3352
H -0.0314 2.9254 1.4696 0.2563
H 0.5901 -1.1947 0.5010 -0.0286
H 1.9353 0.0134 0.5405 0.2400